The following is a DFT calculation (the ωB97M-V functional and the def2-TZVPD basis) of one molecule with the formula C6H15NO.

Output
**HOMO-LUMO gap**: 10.25 eV
**HOMO energy**: -9.318 eV
**Structure (SMILES)**: CC(C)C[C@H](N)CO

Each line ends with the Mulliken charge.
Positions of all 23 atoms, in Å:
C (1.52194, 0.54044, -1.85296)  -1.52
C (1.09164, -0.54281, -0.86005)  0.84
C (2.05040, -0.56849, 0.32675)  -1.65
C (-0.40862, -0.39808, -0.51335)  -0.70
C (-0.80066, 0.45694, 0.71225)  0.00
N (-0.65184, -0.30658, 1.96530)  -0.68
C (-2.26487, 0.95447, 0.62098)  -0.96
O (-3.14297, -0.03580, 0.09174)  -0.53
H (0.90782, 0.50031, -2.75954)  0.38
H (2.56325, 0.39314, -2.15969)  0.42
H (1.42894, 1.54113, -1.42025)  0.31
H (1.20082, -1.50253, -1.38367)  0.25
H (2.05857, 0.38586, 0.86333)  0.27
H (3.07521, -0.75476, -0.01403)  0.48
H (1.79306, -1.36898, 1.02638)  0.33
H (-0.81600, -1.41072, -0.38080)  0.35
H (-0.92650, -0.00572, -1.39917)  0.33
H (-0.16406, 1.34659, 0.78201)  0.35
H (0.30467, -0.21350, 2.30632)  0.33
H (-0.78135, -1.30242, 1.79143)  0.31
H (-2.31757, 1.83231, -0.03040)  0.36
H (-2.64655, 1.25933, 1.60306)  0.39
H (-3.07532, -0.80012, 0.68436)  0.31



The following is a DFT calculation (the ωB97M-V functional and the def2-TZVPD basis) of one molecule with the formula C6H15NO.

Output
**HOMO-LUMO gap**: 9.05 eV
**HOMO energy**: -8.103 eV
**Structure (SMILES)**: CC(C)NCCCO

Each line ends with the Mulliken charge.
Positions of all 23 atoms, in Å:
C (-1.54420, 2.06370, 1.18177)  -1.22
C (-0.70128, 1.72896, -0.12202)  0.46
C (0.09616, 2.94800, -0.57453)  -1.34
N (0.24844, 0.59239, 0.02957)  -0.25
C (0.28549, -0.60142, -0.83038)  -0.59
C (0.00247, -2.01509, -0.27591)  -0.63
C (0.92601, -2.99614, 0.44656)  -0.31
O (1.85368, -3.70615, -0.36640)  -0.52
H (-1.58569, 3.07154, 1.45745)  0.37
H (-2.61626, 1.76097, 1.00129)  0.25
H (-1.14183, 1.44606, 1.98074)  0.31
H (-1.40314, 1.39986, -0.92117)  0.23
H (-0.57477, 3.80703, -0.87529)  0.34
H (0.77757, 2.55154, -1.32672)  0.37
H (0.71654, 3.36429, 0.23051)  0.33
H (0.81694, 0.53415, 0.86717)  0.21
H (1.31165, -0.64575, -1.39426)  0.22
H (-0.46538, -0.36179, -1.70233)  0.29
H (-0.87497, -1.80988, 0.34420)  0.30
H (-0.38655, -2.57681, -1.12423)  0.34
H (0.36606, -3.68792, 0.97983)  0.35
H (1.74756, -2.35444, 0.93840)  0.19
H (2.14549, -4.51309, 0.05574)  0.30



The following is a DFT calculation (the ωB97M-V functional and the def2-TZVPD basis) of C6H15NO as an isolated structure.

Output
**HOMO-LUMO gap (alpha / beta)**: 7.33 / 7.28 eV
**HOMO energy (alpha / beta)**: -6.799 / -6.773 eV

Each line ends with the Mulliken charge.
Positions of all 23 atoms, in Å:
C (0.87188, -1.79222, -0.34009)  -1.47
C (1.72428, 1.82051, 0.66035)  -1.71
C (-0.20806, 0.44589, 1.54948)  -0.92
C (0.89025, -0.27609, -0.48808)  1.32
C (0.96152, 0.53067, 0.69243)  0.58
O (1.81009, 0.00367, -1.52373)  -0.60
H (1.83122, 0.95153, -1.69039)  0.36
H (0.58243, -2.24687, -1.28853)  0.34
H (0.15188, -2.10321, 0.41486)  0.32
H (1.86860, -2.14994, -0.07849)  0.39
H (1.31683, 2.52833, -0.08120)  0.35
H (2.77329, 1.65252, 0.40332)  0.37
H (1.67468, 2.33346, 1.62208)  0.40
H (-0.50982, -0.56855, 1.83116)  0.23
H (-0.15613, 1.06209, 2.44484)  0.39
H (-1.08472, 0.70740, 0.83265)  0.07
C (-2.04303, 0.12148, -0.90857)  -1.07
N (-2.63214, -1.08214, -0.43483)  -0.44
H (-2.69832, -1.12774, 0.57384)  0.26
H (-2.14814, -1.90992, -0.75739)  0.27
H (-2.61054, 0.99526, -0.60088)  0.31
H (-1.97651, 0.12359, -1.99229)  0.35
H (-0.38954, -0.01973, -0.84055)  -0.09



The following is a DFT calculation (the ωB97M-V functional and the def2-TZVPD basis) of a 2-piece molecular cluster, C6H15NO overall.

Output
**HOMO-LUMO gap**: 9.45 eV
**HOMO energy**: -8.617 eV
**Structure (SMILES)**: C=C(C)C.CNOC

Each line ends with the Mulliken charge.
Positions of all 23 atoms, in Å:
C (1.26779, -1.11084, 1.11667)  -1.35
C (0.90741, -1.01026, -0.19757)  1.11
C (1.63447, -0.04865, -1.10876)  -1.22
C (0.28151, -2.19066, -0.90612)  -1.28
H (2.02489, -0.46082, 1.53123)  0.37
H (1.06538, -2.01260, 1.67847)  0.34
H (2.03407, 0.79432, -0.55115)  0.36
H (0.94134, 0.35866, -1.85107)  0.21
H (2.44662, -0.54455, -1.63683)  0.40
H (1.02580, -2.74027, -1.48582)  0.38
H (-0.17719, -2.88397, -0.20309)  0.35
H (-0.48526, -1.84969, -1.60373)  0.31
C (-1.17295, 0.37948, 1.93779)  -0.50
N (-1.31658, 0.59806, 0.54883)  -0.52
O (-0.73011, 1.87506, 0.24395)  -0.16
C (-1.36088, 2.42530, -0.89276)  -0.61
H (-0.07964, -0.03894, 2.08986)  0.07
H (-1.39437, 1.27322, 2.51860)  0.34
H (-1.83685, -0.42647, 2.24474)  0.28
H (-0.55245, -0.12941, 0.08141)  0.35
H (-1.25724, 1.77302, -1.76798)  0.27
H (-0.84258, 3.36284, -1.08720)  0.24
H (-2.42318, 2.60717, -0.69945)  0.26



Computed electronic energy, in the same sequence as the records: -367.59055 -367.52231 -367.45497 -367.46600 hartree.
Computed energy relative to the best compared isomer or geometry (same formula, charge and spin), in the same sequence as the records: 25.6 68.4 110.6 103.7 kcal per mole.